--- P ---
This record from the OMol25 dataset describes the molecule C4H8O3. The level of theory is ωB97M-V with the def2-TZVPD basis set.

Properties
Kohn-Sham gap: 10.826 eV
LUMO level: 0.03074 Eh

Geometry as ORCA input:
```
! wB97M-V def2-TZVPD RIJCOSX def2/J DEFGRID3
* xyz 0 1
O 2.48459 0.17298 0.96082
O 0.91403 -0.15808 -1.14698
O -0.76410 1.13964 -0.12802
C 0.18981 0.08284 0.01388
C -0.92579 -0.95728 0.19312
C -1.86952 0.23697 0.01826
C 1.11767 0.40653 1.21155
H -2.46879 0.49768 0.89626
H -0.95333 -1.44585 1.16963
H 0.76970 -0.14027 2.10167
H -2.50694 0.21443 -0.87156
H -0.95224 -1.70445 -0.60198
H 1.55940 0.55783 -1.23546
H 2.56868 -0.71154 0.58386
H 1.02089 1.47500 1.41958
*
```

---

--- Q ---
This record from the OMol25 dataset describes a structure of composition C4H8O3. The level of theory is ωB97M-V with the def2-TZVPD basis set.

Properties
Kohn-Sham gap: 10.616 eV
LUMO level: 0.02321 Eh

Geometry as ORCA input:
```
! wB97M-V def2-TZVPD RIJCOSX def2/J DEFGRID3
* xyz 0 1
O -2.14747 1.26268 1.20415
O -0.13823 1.97957 0.05894
O 1.00117 0.36208 -1.77098
C 0.93629 -0.09391 -0.44395
C 0.67192 -1.58701 -0.47201
C -0.13028 0.74833 0.23515
C -1.29385 0.27753 0.92200
H 1.47532 -2.09452 -1.01354
H -0.26721 -1.80525 -0.98793
H 0.85308 1.32090 -1.75940
H -0.15238 0.21920 1.68465
H 0.63379 -1.99840 0.54069
H 1.88245 0.10281 0.07378
H -1.64471 2.03867 0.79292
H -1.67989 -0.73268 0.93553
*
```

---

--- R ---
This record from the OMol25 dataset describes a structure of composition C4H8O3. The level of theory is ωB97M-V with the def2-TZVPD basis set.

Properties
Kohn-Sham gap: 10.009 eV
LUMO level: 0.01675 Eh

Geometry as ORCA input:
```
! wB97M-V def2-TZVPD RIJCOSX def2/J DEFGRID3
* xyz 0 1
O 2.65131 -0.61136 1.89836
O 1.56163 -1.75241 0.28537
O 0.66169 1.08517 1.32916
C 2.45817 -1.63710 1.09065
C -0.43758 0.16961 -0.65869
C -2.23949 0.53928 -1.30381
C -0.14450 1.11679 0.40150
H -2.52115 -0.00126 -2.22752
H -0.35589 -0.90425 -0.52906
H -0.78048 2.00715 0.31038
H 3.23207 -2.40465 1.23838
H -0.78660 0.59469 -1.63319
H -2.46666 1.60718 -1.46994
H 1.92316 0.04511 1.72436
H -2.75567 0.14604 -0.45595
*
```

---

Short version: P is the most stable of them.

---

--- P ---
This record from the OMol25 dataset describes a cluster of 2 separate species, C4H8O3 in total. The level of theory is ωB97M-V with the def2-TZVPD basis set.

Properties
Kohn-Sham gap: 10.611 eV
LUMO level: 0.02525 Eh

Geometry as ORCA input:
```
! wB97M-V def2-TZVPD RIJCOSX def2/J DEFGRID3
* xyz 0 1
O 3.48726 0.86540 0.33611
O -2.53759 -2.12010 -2.13452
O -2.38524 0.44668 0.68583
C 1.27019 0.03593 0.71723
C -0.05083 0.75754 0.40923
C -1.29701 -0.02552 0.84088
C 2.40812 0.57498 -0.09376
H 1.51798 0.09313 1.78598
H -3.18290 -1.43209 -1.96620
H -1.13047 -1.09386 1.05886
H -3.12942 -2.86858 -1.96477
H 2.22682 0.64482 -1.17916
H -0.21890 0.73395 -0.66613
H 0.04190 1.66730 0.99309
H 1.31702 -1.05575 0.69694
*
```

---

--- Q ---
This record from the OMol25 dataset describes the molecule C4H8O3. The level of theory is ωB97M-V with the def2-TZVPD basis set.

Properties
Kohn-Sham gap: 11.341 eV
LUMO level: 0.03027 Eh

Geometry as ORCA input:
```
! wB97M-V def2-TZVPD RIJCOSX def2/J DEFGRID3
* xyz 0 1
O 1.41399 1.00913 0.32013
O 0.14243 1.16630 -1.57413
O -1.49166 -2.38201 0.45573
C 1.02512 2.27297 0.84089
C 0.21283 -0.84668 -0.15098
C -1.06216 -1.56120 -0.62346
C 0.58088 0.51704 -0.66658
H 0.21394 -0.44630 0.86709
H -0.00503 2.24838 1.23717
H -2.19689 -2.96444 0.14575
H 1.07434 -1.51796 -0.12817
H 1.11017 2.99242 0.03350
H -0.87027 -2.18042 -1.51629
H 1.69148 2.52848 1.67091
H -1.83916 -0.83570 -0.91156
*
```

---

--- R ---
This record from the OMol25 dataset describes the molecule C4H8O3. The level of theory is ωB97M-V with the def2-TZVPD basis set.

Properties
Kohn-Sham gap: 10.922 eV
LUMO level: 0.03169 Eh

Geometry as ORCA input:
```
! wB97M-V def2-TZVPD RIJCOSX def2/J DEFGRID3
* xyz 0 1
O 0.39497 -0.70731 -1.56844
O 1.50829 0.05980 0.22933
O -1.92563 -0.81664 -0.03672
C 0.44210 -0.47378 -0.38619
C -2.33509 0.37702 -0.66946
C -0.69253 -0.72189 0.60239
C 2.59054 0.38424 -0.64647
H -2.61696 1.14705 0.06447
H -1.56007 0.77782 -1.33492
H -0.51704 -1.68581 1.09390
H 2.94226 -0.50619 -1.17329
H 3.37324 0.79559 -0.00966
H -3.20448 0.11918 -1.27588
H -0.66382 0.05784 1.38006
H 2.26597 1.12316 -1.38508
*
```

---

--- S ---
This record from the OMol25 dataset describes a cluster of 2 separate species, C4H8O3 in total. The level of theory is ωB97M-V with the def2-TZVPD basis set.

Properties
Kohn-Sham gap: 10.509 eV
LUMO level: 0.02310 Eh

Geometry as ORCA input:
```
! wB97M-V def2-TZVPD RIJCOSX def2/J DEFGRID3
* xyz 0 1
O -0.27711 -0.83406 -1.87450
O -2.22438 1.14910 -1.73520
O 2.85415 -0.82808 2.15951
C -0.29842 0.12695 0.30208
C -0.41784 -0.93962 -0.68696
C 1.23904 0.11388 0.66993
C 1.73945 -0.62433 1.84335
H -0.98299 0.16958 1.21715
H 1.39932 1.31094 0.93500
H -0.56658 -1.92065 -0.27950
H -2.24082 0.51495 -2.49002
H -0.47364 1.13364 -0.15737
H -2.80551 1.91331 -1.95974
H 2.04931 0.04055 -0.22067
H 1.00601 -1.32614 2.27693
*
```

---

Short version: R is the most stable of them.

---

--- P ---
This record from the OMol25 dataset describes a cluster of 3 separate species, C4H8O3 in total. The level of theory is ωB97M-V with the def2-TZVPD basis set.

Properties
Kohn-Sham gap: 9.076 eV
LUMO level: -0.00859 Eh

Geometry as ORCA input:
```
! wB97M-V def2-TZVPD RIJCOSX def2/J DEFGRID3
* xyz 0 1
O 0.70665 -2.38190 2.18902
O 1.20557 -1.64224 -0.26302
O -0.51576 -0.49881 2.09403
C -0.46014 1.97116 -1.93787
C -0.07755 -1.47985 2.69065
C 0.57544 -0.66067 -0.68612
C -0.45951 0.03441 -0.02780
H -1.14167 2.81724 -1.85034
H 0.72086 -0.37068 -1.75269
H -0.38292 0.98132 0.47902
H -0.97093 1.11187 -1.48001
H -0.27700 1.71523 -2.98272
H 0.91265 -2.11895 1.22747
H 0.48694 2.20646 -1.44413
H -0.32263 -1.68461 3.74449
*
```

---

--- Q ---
This record from the OMol25 dataset describes a structure of composition C4H8O3. The level of theory is ωB97M-V with the def2-TZVPD basis set.

Properties
Kohn-Sham gap: 10.706 eV
LUMO level: 0.03590 Eh

Geometry as ORCA input:
```
! wB97M-V def2-TZVPD RIJCOSX def2/J DEFGRID3
* xyz 0 1
O 0.47640 -1.38252 -0.51304
O -1.86507 -0.63950 -0.05497
O -0.51158 1.14409 0.40813
C 1.38541 -0.40319 -0.04299
C -0.64206 -1.33502 0.40716
C -1.45456 0.60776 -0.42730
C 0.80909 1.06806 -0.03568
H 1.56946 -0.72250 0.90836
H 1.01630 1.95496 -0.97940
H -0.90609 -2.39575 0.65320
H -0.67834 0.44804 -1.39403
H 2.23678 -0.74699 -0.56440
H -0.37476 -0.47589 1.44901
H -2.38170 1.30021 -0.62671
H 1.32073 1.57824 0.81265
*
```

---

Short version: P is the most stable of them.

---

--- P ---
This record from the OMol25 dataset describes a cluster of 2 separate species, C4H8O3 in total. The level of theory is ωB97M-V with the def2-TZVPD basis set.

Properties
Kohn-Sham gap: 10.714 eV
LUMO level: 0.00981 Eh

Geometry as ORCA input:
```
! wB97M-V def2-TZVPD RIJCOSX def2/J DEFGRID3
* xyz 0 1
O 0.72568 0.69341 -1.91047
O -1.65709 -2.41736 0.44704
O -2.14141 0.18154 0.70095
C 0.11583 0.92448 0.39910
C 0.10749 1.30471 -1.07358
C -0.97333 -0.11944 0.56741
C -0.55483 -1.56879 0.47347
H -0.12229 1.79051 1.02164
H 2.88850 0.78922 -0.96359
H 0.09991 -1.78149 1.33566
H -0.54689 2.15304 -1.34501
H -2.43561 -1.84562 0.55639
H 1.09663 0.51021 0.65040
H 3.32858 1.06666 -0.43119
H 0.06883 -1.68110 -0.42822
*
```

---

--- Q ---
This record from the OMol25 dataset describes the molecule C4H8O3. The level of theory is ωB97M-V with the def2-TZVPD basis set.

Properties
Kohn-Sham gap: 10.679 eV
LUMO level: 0.02241 Eh

Geometry as ORCA input:
```
! wB97M-V def2-TZVPD RIJCOSX def2/J DEFGRID3
* xyz 0 1
O 0.93787 -1.21670 1.28766
O -1.80074 2.22269 0.64644
O -1.55088 0.39985 -1.29317
C 0.67785 -0.28294 -0.87802
C -0.58062 0.49953 -0.57235
C -0.61681 1.48749 0.57847
C 0.83177 -1.56684 -0.07432
H -0.05033 -2.20363 -0.25267
H -0.48011 0.91597 1.49935
H 1.50991 0.41738 -0.75358
H 0.22987 2.16976 0.44316
H 0.90102 -2.03208 1.79789
H 1.71461 -2.13112 -0.41878
H -2.34206 1.87697 -0.07694
H 0.61864 -0.55633 -1.93313
*
```

---

--- R ---
This record from the OMol25 dataset describes the molecule C4H8O3. The level of theory is ωB97M-V with the def2-TZVPD basis set.

Properties
Kohn-Sham gap: 11.192 eV
LUMO level: 0.02982 Eh

Geometry as ORCA input:
```
! wB97M-V def2-TZVPD RIJCOSX def2/J DEFGRID3
* xyz 0 1
O -1.47042 0.35860 0.52933
O 2.78364 0.88721 0.69907
O -0.44313 -0.13859 -1.44532
C -0.45717 -0.03968 -0.22929
C -2.76330 0.18050 -0.04409
C 1.98931 0.21510 -0.26937
C 0.76320 -0.54256 0.41044
H -3.06395 -0.85967 0.12728
H 0.06148 -1.49221 0.13445
H 0.99168 -0.75636 1.44762
H 3.56714 0.36053 0.89851
H 1.57773 1.00663 -0.91443
H -3.41589 0.85653 0.50314
H -2.75688 0.39912 -1.11298
H 2.60284 -0.42044 -0.90458
*
```

---

Short version: Q is the most stable of them.

---

--- P ---
This record from the OMol25 dataset describes the molecule C4H8O3. The level of theory is ωB97M-V with the def2-TZVPD basis set.

Properties
Kohn-Sham gap: 11.287 eV
LUMO level: 0.03165 Eh

Geometry as ORCA input:
```
! wB97M-V def2-TZVPD RIJCOSX def2/J DEFGRID3
* xyz 0 1
O 1.17481 0.30951 0.65653
O -2.04714 -0.99952 0.42536
O 0.50868 -1.37388 -0.67906
C 0.25121 -0.41952 0.01987
C -1.59972 0.91478 -0.98617
C 2.52194 -0.14221 0.47240
C -1.17085 0.08636 0.22622
H -2.65210 1.18021 -0.85632
H -1.90823 -1.60963 -0.31324
H 3.15546 0.52428 1.05697
H -1.49109 0.28964 -1.87893
H 2.79800 -0.10166 -0.58312
H 2.63002 -1.16985 0.82626
H -1.21511 0.67714 1.13976
H -1.01657 1.83281 -1.12934
*
```

---

--- Q ---
This record from the OMol25 dataset describes a cluster of 2 separate species, C4H8O3 in total. The level of theory is ωB97M-V with the def2-TZVPD basis set.

Properties
Kohn-Sham gap: 10.329 eV
LUMO level: 0.01031 Eh

Geometry as ORCA input:
```
! wB97M-V def2-TZVPD RIJCOSX def2/J DEFGRID3
* xyz 0 1
O -0.37541 -3.99811 -0.79676
O 0.85799 1.88381 -2.36719
O -1.56883 1.92710 1.68942
C 0.10489 0.38807 0.97345
C -0.63223 1.11907 2.06936
C 0.64982 0.92823 -1.56591
C 0.08946 1.32587 -0.32488
H -0.54948 -0.46446 0.78369
H 0.50594 -3.60417 -0.65151
H -0.36919 -4.47668 -1.67880
H 1.11393 0.13290 1.32700
H -0.25801 1.13666 3.12578
H -1.00570 1.49057 -0.47823
H 0.60446 2.28367 -0.14510
H 0.83235 -0.07254 -1.96031
*
```

---

--- R ---
This record from the OMol25 dataset describes a cluster of 3 separate species, C4H8O3 in total. The level of theory is ωB97M-V with the def2-TZVPD basis set.

Properties
Kohn-Sham gap: 8.907 eV
LUMO level: -0.02711 Eh

Geometry as ORCA input:
```
! wB97M-V def2-TZVPD RIJCOSX def2/J DEFGRID3
* xyz 0 1
O 1.20001 0.36015 0.63342
O -2.01672 -1.10298 0.47080
O 0.68488 -1.42602 -0.64444
C 2.58063 -0.03945 0.57452
C -1.23212 -0.09114 0.44905
C 0.37316 -0.46522 -0.00688
C -1.18150 0.65241 -0.79481
H 3.12889 0.70088 1.15577
H 2.92704 -0.05807 -0.46231
H -1.09029 0.52970 1.34987
H -1.20823 0.06605 -1.70892
H 2.69185 -1.03505 1.00921
H -3.02149 0.47806 -0.81125
H -3.05255 -0.23326 -0.36566
H -0.78358 1.66394 -0.84837
*
```

---

Short version: P is the most stable of them.

---

--- P ---
This record from the OMol25 dataset describes a cluster of 2 separate species, C4H8O3 in total. The level of theory is ωB97M-V with the def2-TZVPD basis set.

Properties
Kohn-Sham gap: 10.858 eV
LUMO level: 0.02406 Eh

Geometry as ORCA input:
```
! wB97M-V def2-TZVPD RIJCOSX def2/J DEFGRID3
* xyz 0 1
O -0.82909 0.68810 -1.01965
O -0.11069 -0.65338 2.41903
O 1.24250 1.21973 -0.32029
C -0.48659 -0.81903 1.28682
C -0.85742 1.91946 -1.75749
C 0.42066 -1.00969 0.08079
C 0.36943 0.40406 -0.46866
H 1.64791 -2.64986 2.29853
H -0.71470 2.79357 -1.11606
H -1.83245 1.95285 -2.24428
H 1.44955 -1.25714 0.36352
H 1.27572 -2.08854 2.60459
H -0.06029 1.90079 -2.50645
H 0.02239 -1.76524 -0.61210
H -1.53693 -0.63570 0.99171
*
```

---

--- Q ---
This record from the OMol25 dataset describes the molecule C4H8O3. The level of theory is ωB97M-V with the def2-TZVPD basis set.

Properties
Kohn-Sham gap: 10.968 eV
LUMO level: 0.02598 Eh

Geometry as ORCA input:
```
! wB97M-V def2-TZVPD RIJCOSX def2/J DEFGRID3
* xyz 0 1
O 2.32691 0.62113 1.20888
O -0.08232 -1.54052 -0.96728
O 0.49004 -1.21853 1.58645
C -0.71176 -0.44154 -0.36190
C 0.05744 -0.04724 0.94031
C -0.84058 0.63293 -1.43637
C 1.23393 0.89196 0.76308
H 1.04093 1.86741 0.27941
H -1.29426 1.55548 -1.05875
H -1.48505 0.24460 -2.23182
H -0.64474 0.49634 1.59773
H 0.10631 -2.16388 -0.24935
H 0.12874 0.85902 -1.89414
H 1.40828 -1.04761 1.86879
H -1.73388 -0.70953 -0.04503
*
```

---

Short version: Q is the most stable of them.